ORCA calculation (ωB97M-V/def2-TZVPD) on a molecular structure, C51H44BrGeN4NaO3Si.

As for the relative energy (zero: lowest compared OMol25 entry of this formula, charge and spin): 38.7 kcal/mol. The calculation puts the LUMO energy at 3.51 eV. The calculation puts the gap between HOMO and LUMO at 4.262 eV. As for the total charge: -2.

Last column: Mulliken charge in e.
Atoms and positions in Å:
Na 0.6245 1.0355 0.8996  1.03
Br -3.8438 7.4782 0.2912  -0.31
C -3.0165 5.7538 0.2989  -0.29
C -3.3078 4.8420 -0.7320  -0.35
C -2.7192 3.6120 -0.7368  -0.71
C -1.7897 3.1752 0.2835  -0.15
O -1.2514 2.0487 0.2169  -0.21
C -1.5471 4.1380 1.3394  0.55
C -0.7156 3.8732 2.4812  -0.70
N -0.1704 2.7541 2.7918  0.47
C 0.4680 2.6337 4.0181  -0.78
C 0.0171 3.2117 5.1865  0.11
C 0.6661 2.9860 6.4187  -0.90
C 1.7606 2.1742 6.4992  -0.83
C 2.2486 1.5417 5.3279  1.22
C 3.3644 0.6719 5.3286  -0.93
C 3.7642 0.0855 4.1647  -1.20
C 3.0394 0.3563 2.9809  -0.40
N 2.0082 1.1551 2.9494  0.53
C 1.6056 1.7594 4.0913  0.02
C -2.1538 5.4073 1.2989  -0.64
H -3.9926 5.1260 -1.5219  0.41
H -2.9225 2.9050 -1.5324  0.40
H -0.5622 4.7450 3.1372  0.37
H -0.8763 3.8239 5.1587  0.54
H 0.2776 3.4598 7.3129  0.36
H 2.2584 1.9947 7.4453  0.37
H 3.8853 0.4829 6.2614  0.38
H 4.6135 -0.5844 4.1323  0.43
H 3.3071 -0.1113 2.0389  0.63
H -1.9343 6.1139 2.0924  0.40
N -0.8616 -3.6998 7.8272  -0.54
C -0.8347 -3.0014 6.9145  -0.09
C -0.8006 -2.1218 5.7739  0.81
C -0.1649 -2.5099 4.6013  -0.89
C -0.1518 -1.6197 3.5353  -0.36
N -0.7267 -0.4202 3.5878  0.23
C -1.3320 -0.0608 4.7143  -0.46
C -1.3989 -0.8684 5.8387  -0.73
H 0.3157 -3.4751 4.5223  0.49
H 0.3672 -1.8488 2.6099  0.55
H -1.7760 0.9280 4.7216  0.48
H -1.8932 -0.5325 6.7396  0.46
O -0.2273 -1.3489 -0.7556  -0.56
C 0.7367 -1.8021 -0.0835  0.54
O 1.3399 -1.1781 0.8136  -0.51
C 1.1332 -3.2375 -0.4156  -1.17
C -0.0860 -4.0434 -0.8485  -1.32
Ge -1.3076 -2.9952 -2.0102  2.63
C -0.5005 -2.0408 -3.5246  -0.28
C 0.1791 -2.7618 -4.5043  -0.01
C 0.7627 -2.1248 -5.5934  -0.63
C 0.6391 -0.7517 -5.7368  -0.52
C -0.0555 -0.0219 -4.7810  -0.49
C -0.6001 -0.6570 -3.6742  -0.04
C -2.9324 -2.2093 -1.1918  -0.11
C -4.0873 -2.9897 -1.0931  0.05
C -5.2522 -2.4952 -0.5176  -0.76
C -5.2930 -1.1924 -0.0432  -0.46
C -4.1609 -0.3957 -0.1443  -0.97
C -2.9937 -0.8980 -0.7044  0.06
C -2.1894 -4.5081 -3.0439  -1.04
C -2.8287 -4.2624 -4.2615  0.03
C -3.4859 -5.2653 -4.9617  -0.79
C -3.5230 -6.5586 -4.4555  -0.41
C -2.8984 -6.8319 -3.2475  -0.67
C -2.2431 -5.8161 -2.5584  -0.34
H 1.6517 -3.6721 0.4412  0.38
H 1.8601 -3.1706 -1.2320  0.31
H -0.6767 -4.3318 0.0278  0.50
H 0.2049 -4.9631 -1.3604  0.42
H 0.2517 -3.8421 -4.4215  0.31
H 1.3078 -2.7030 -6.3311  0.37
H 1.0910 -0.2449 -6.5812  0.34
H -0.1514 1.0510 -4.8867  0.39
H -1.0979 -0.0689 -2.9134  0.26
H -4.0870 -4.0046 -1.4729  0.26
H -6.1287 -3.1301 -0.4466  0.38
H -6.2003 -0.8005 0.4026  0.37
H -4.1687 0.6241 0.2228  0.44
H -2.1223 -0.2603 -0.7350  0.40
H -2.8085 -3.2589 -4.6757  0.37
H -3.9709 -5.0390 -5.9048  0.38
H -4.0344 -7.3453 -4.9982  0.34
H -2.9222 -7.8368 -2.8400  0.38
H -1.7684 -6.0545 -1.6121  0.28
C 3.9074 0.3025 -1.4149  -1.21
Si 3.4518 1.9987 -0.5876  0.12
C 5.1812 2.4070 0.1953  -1.49
C 3.5457 3.0880 -2.1792  0.32
C 2.6096 2.8657 -3.2001  -0.51
C 2.5875 3.6136 -4.3661  -0.48
C 3.5026 4.6465 -4.5522  -0.45
C 4.4336 4.9020 -3.5561  -0.49
C 4.4537 4.1306 -2.3972  -0.17
H 4.8466 0.3511 -1.9829  0.42
H 3.1152 -0.0234 -2.0973  0.16
H 4.0045 -0.4788 -0.6527  0.30
H 6.0006 2.3283 -0.5332  0.43
H 5.3869 1.6956 1.0033  0.34
H 5.2104 3.4077 0.6385  0.29
H 1.8734 2.0812 -3.0575  0.28
H 1.8487 3.4041 -5.1341  0.36
H 3.4834 5.2443 -5.4569  0.32
H 5.1527 5.7059 -3.6830  0.34
H 5.2014 4.3481 -1.6406  0.25

Cartesian forces, eV/Å:
0.1 0.2 0.0
0.0 0.0 0.0
0.0 0.0 0.0
0.0 0.0 0.0
0.0 0.0 0.0
0.0 0.0 0.0
-0.1 0.0 0.0
0.0 0.0 0.0
0.0 0.0 0.0
0.0 0.0 0.0
0.0 0.0 0.0
0.0 0.0 0.0
0.0 0.0 0.0
0.0 0.0 0.0
0.0 0.0 0.0
0.0 0.0 0.0
0.0 0.0 0.0
0.0 0.0 0.0
0.0 -0.1 0.0
0.0 0.0 0.0
0.0 0.0 0.0
0.0 0.0 0.0
0.0 0.0 0.0
0.0 0.0 0.0
0.0 0.0 0.0
0.0 0.0 0.0
0.0 0.0 0.0
0.0 0.0 0.0
0.0 0.0 0.0
0.0 0.0 0.0
0.0 0.0 0.0
0.0 0.0 0.0
0.0 0.0 0.0
0.0 0.0 0.0
0.0 0.0 0.0
0.1 0.0 0.0
0.0 -0.1 0.0
0.0 0.0 0.0
0.0 0.0 0.0
0.0 0.0 0.0
0.0 0.0 0.0
0.0 0.0 0.0
0.0 0.0 0.0
0.0 0.1 0.0
-0.1 0.0 0.1
0.1 -0.2 0.0
0.0 0.0 0.0
0.0 0.0 0.0
0.0 0.0 0.1
0.0 0.0 0.0
0.0 0.0 0.0
0.0 0.0 0.0
0.0 0.0 0.0
0.1 0.0 0.0
0.0 -0.1 0.0
0.0 0.0 -0.1
0.0 0.0 0.0
0.0 0.0 0.0
0.0 0.0 0.0
0.0 0.0 0.0
0.0 0.0 0.0
0.0 0.0 0.0
0.0 0.0 0.0
0.0 0.0 0.0
0.0 0.0 0.0
0.0 0.0 0.0
0.0 0.0 0.0
0.0 0.0 0.0
0.0 0.0 0.0
0.0 0.0 0.0
0.0 0.0 0.0
0.0 0.0 0.0
0.0 0.0 0.0
0.0 0.0 0.0
0.0 0.0 0.0
0.0 0.0 0.0
0.0 0.0 0.0
0.0 0.0 0.0
0.0 0.0 0.0
0.0 0.0 0.0
0.0 0.0 0.0
0.0 0.0 0.0
0.0 0.0 0.0
0.0 0.0 0.0
0.0 0.0 0.0
0.0 0.0 0.0
0.0 0.0 0.0
-0.1 -0.1 0.1
0.0 0.0 0.0
0.0 0.0 0.0
0.0 0.0 0.0
0.0 0.0 0.0
0.0 0.0 0.0
0.0 0.0 0.0
0.0 0.0 0.0
0.0 0.0 0.0
0.0 0.0 0.0
0.0 0.0 0.0
0.0 0.0 0.0
0.0 0.0 0.0
0.0 0.0 0.0
-0.1 0.0 0.0
0.0 0.0 0.0
0.0 0.0 0.0
0.0 0.0 0.0
0.0 0.0 0.0